Entry 1:
{"formula": "C14H51MgN22O12", "method": "ωB97M-V with the def2-TZVPD basis set", "elements": ["Mg", "C", "C", "C", "O", "H", "H", "H", "H", "H", "H", "H", "C", "O", "N", "N", "H", "H", "H", "H", "C", "O", "N", "N", "H", "H", "H", "H", "C", "O", "N", "N", "H", "H", "H", "H", "C", "O", "N", "N", "H", "H", "H", "H", "C", "O", "N", "N", "H", "H", "H", "H", "C", "O", "N", "N", "H", "H", "H", "H", "C", "O", "N", "N", "H", "H", "H", "H", "C", "O", "N", "N", "H", "H", "H", "H", "C", "O", "N", "N", "H", "H", "H", "H", "C", "O", "N", "N", "H", "H", "H", "H", "C", "O", "N", "N", "H", "H", "H", "H"], "positions_angstrom": [[-0.549, -0.565, -3.020], [0.302, 1.056, -0.013], [0.470, -0.450, 0.003], [0.156, -1.164, 1.292], [-0.171, -1.000, -1.123], [-0.733, 1.380, 0.024], [0.876, 1.311, -0.908], [0.863, 1.536, 0.796], [1.555, -0.576, -0.141], [0.679, -0.726, 2.147], [0.429, -2.217, 1.380], [-0.901, -1.192, 1.587], [-4.205, 1.744, 1.409], [-5.102, 2.169, 0.675], [-2.967, 1.515, 0.906], [-4.387, 1.398, 2.693], [-2.275, 1.087, 1.499], [-2.899, 1.419, -0.093], [-5.270, 1.427, 3.168], [-3.581, 1.079, 3.200], [-2.591, -3.851, -0.412], [-3.532, -4.185, -1.136], [-1.358, -4.032, -0.882], [-2.650, -3.419, 0.883], [-0.534, -3.771, -0.370], [-1.332, -4.449, -1.794], [-3.487, -3.134, 1.358], [-1.808, -3.179, 1.380], [4.451, 1.728, -0.011], [4.657, 0.539, -0.244], [5.299, 2.596, 0.610], [3.348, 2.416, -0.459], [6.275, 2.341, 0.676], [5.192, 3.568, 0.389], [2.525, 1.893, -0.720], [3.428, 3.396, -0.285], [0.216, -3.299, -4.611], [0.035, -2.441, -3.737], [0.705, -4.503, -4.262], [-0.025, -3.090, -5.938], [1.166, -4.470, -3.366], [0.936, -5.098, -5.038], [0.031, -2.158, -6.301], [0.168, -3.925, -6.463], [-2.003, 2.356, -2.664], [-1.430, 1.257, -2.710], [-3.344, 2.400, -2.565], [-1.393, 3.502, -2.385], [-3.846, 3.272, -2.549], [-3.881, 1.581, -2.803], [-2.065, 4.167, -2.039], [-0.441, 3.537, -2.071], [1.856, 1.019, -4.239], [1.255, 0.142, -3.613], [3.020, 1.636, -3.845], [1.403, 1.503, -5.408], [3.272, 1.427, -2.889], [3.207, 2.571, -4.163], [0.503, 1.256, -5.776], [1.947, 2.260, -5.782], [-0.338, 4.308, 2.076], [-1.170, 4.496, 2.946], [-0.405, 4.494, 0.731], [0.816, 3.686, 2.365], [0.390, 4.305, 0.155], [-1.273, 4.825, 0.346], [0.960, 3.458, 3.339], [1.439, 3.320, 1.671], [4.423, -2.158, 2.230], [4.376, -3.145, 2.943], [5.037, -2.026, 1.015], [3.862, -0.957, 2.505], [5.515, -2.829, 0.642], [4.935, -1.181, 0.474], [3.754, -0.293, 1.762], [3.270, -0.926, 3.319], [0.649, 1.341, 4.579], [1.708, 0.867, 4.191], [-0.560, 0.818, 4.211], [0.549, 2.434, 5.316], [-1.479, 1.197, 4.345], [-0.414, 0.174, 3.446], [-0.401, 2.740, 5.454], [1.263, 2.994, 5.745], [0.148, -3.384, 4.259], [-0.807, -4.045, 3.832], [0.047, -2.716, 5.420], [1.328, -3.278, 3.621], [0.728, -1.983, 5.529], [-0.731, -2.899, 6.025], [1.269, -3.985, 2.902], [2.135, -2.809, 3.985], [-3.589, -1.300, -2.749], [-2.415, -1.368, -3.130], [-3.890, -1.080, -1.464], [-4.671, -1.223, -3.578], [-4.835, -1.015, -1.134], [-3.092, -1.164, -0.847], [-5.594, -1.201, -3.191], [-4.394, -1.082, -4.534]], "e_homo_ev": -10.07, "charge": 1, "spin_multiplicity": 1}

***

Entry 2:
{"formula": "C18H43B2ClN2O4", "method": "ωB97M-V with the def2-TZVPD basis set", "elements": ["C", "C", "B", "O", "N", "B", "N", "O", "C", "O", "O", "C", "C", "C", "Cl", "H", "H", "H", "H", "H", "H", "H", "H", "H", "H", "H", "H", "H", "H", "H", "C", "C", "C", "C", "C", "C", "H", "H", "H", "H", "H", "H", "H", "H", "H", "H", "H", "H", "H", "H", "C", "C", "C", "C", "C", "C", "H", "H", "H", "H", "H", "H", "H", "H", "H", "H", "H", "H", "H", "H"], "positions_angstrom": [[1.115, 3.260, -0.398], [1.433, 2.183, 0.648], [2.972, 1.918, 0.848], [3.894, 2.214, -0.148], [3.553, 1.431, 2.092], [4.906, 0.775, 2.009], [5.834, 0.937, 3.122], [5.178, 0.050, 0.870], [2.824, 0.664, 2.992], [3.073, -0.504, 3.221], [1.843, 1.345, 3.595], [1.101, 0.664, 4.621], [-0.215, 0.124, 4.087], [-0.035, -0.816, 2.910], [-1.620, -1.275, 2.223], [1.795, 3.208, -1.249], [0.092, 3.171, -0.770], [1.209, 4.257, 0.036], [0.948, 1.239, 0.358], [0.987, 2.451, 1.608], [4.231, 1.444, -0.614], [5.848, 0.155, 3.769], [6.787, 1.046, 2.788], [5.610, -0.787, 1.056], [1.719, -0.123, 5.052], [0.918, 1.426, 5.376], [-0.854, 0.958, 3.790], [-0.728, -0.401, 4.898], [0.525, -0.343, 2.107], [0.478, -1.733, 3.187], [2.190, -1.760, -5.130], [3.215, -1.477, -4.038], [3.511, -2.685, -3.150], [2.305, -3.223, -2.376], [1.617, -2.197, -1.476], [2.529, -1.638, -0.391], [1.221, -2.039, -4.712], [2.032, -0.883, -5.760], [2.523, -2.577, -5.774], [2.872, -0.638, -3.425], [4.150, -1.148, -4.499], [4.309, -2.422, -2.449], [3.912, -3.492, -3.771], [2.635, -4.068, -1.763], [1.571, -3.630, -3.076], [0.748, -2.669, -1.010], [1.224, -1.375, -2.081], [2.914, -2.433, 0.253], [1.994, -0.935, 0.251], [3.386, -1.111, -0.812], [-7.097, -0.147, -2.335], [-7.301, 0.495, -0.967], [-6.378, 1.685, -0.707], [-4.884, 1.354, -0.726], [-4.454, 0.272, 0.264], [-4.716, 0.638, 1.720], [-6.088, -0.548, -2.445], [-7.795, -0.969, -2.494], [-7.253, 0.582, -3.134], [-7.165, -0.259, -0.187], [-8.337, 0.834, -0.880], [-6.641, 2.134, 0.255], [-6.573, 2.455, -1.461], [-4.324, 2.270, -0.513], [-4.589, 1.051, -1.734], [-3.386, 0.084, 0.129], [-4.957, -0.671, 0.028], [-4.198, 1.563, 1.986], [-4.363, -0.144, 2.393], [-5.780, 0.783, 1.914]], "e_homo_ev": -10.13, "smiles": "CCB(O)N(B(N)O)C(=O)OCCCCl.CCCCCC.CCCCCC", "charge": 0, "spin_multiplicity": 1}

***

Entry 3:
{"formula": "C4H11NO2", "method": "ωB97M-V with the def2-TZVPD basis set", "elements": ["C", "N", "C", "C", "C", "H", "H", "H", "H", "H", "H", "H", "O", "H", "H", "O", "H", "H"], "positions_angstrom": [[0.408, 0.702, -1.962], [0.004, -0.150, -1.108], [0.711, -0.192, 0.108], [0.132, -0.619, 1.235], [0.546, -0.200, 2.601], [0.127, 0.557, -2.993], [0.989, 1.585, -1.683], [1.742, 0.152, 0.043], [-0.567, -1.438, 1.159], [-0.237, 0.468, 2.947], [0.774, -0.996, 3.320], [1.479, 0.368, 2.682], [-0.917, 3.357, -0.034], [-1.858, 3.570, 0.006], [-0.897, 2.416, 0.185], [-0.409, -3.096, -0.947], [-0.765, -2.193, -0.893], [-1.206, -3.640, -0.876]], "e_homo_ev": -8.69, "smiles": "C=N/C=C/C.O.O", "charge": 0, "e_above_lowest_kj_mol": 269.6, "spin_multiplicity": 1}

***

Entry 4:
{"formula": "C24H43N2OP3Sn", "method": "ωB97M-V with the def2-TZVPD basis set", "elements": ["Sn", "P", "P", "P", "H", "C", "C", "H", "C", "C", "C", "C", "C", "C", "C", "C", "C", "H", "H", "H", "H", "H", "H", "H", "H", "H", "H", "H", "H", "H", "H", "H", "H", "H", "H", "H", "H", "H", "H", "H", "H", "H", "H", "H", "H", "H", "C", "C", "C", "C", "C", "C", "O", "H", "H", "H", "H", "H", "H", "N", "C", "N", "C", "C", "C", "C", "C", "C", "H", "H", "H", "H", "H", "H"], "positions_angstrom": [[1.697, 0.330, 0.391], [-0.907, -1.604, -0.191], [3.464, -0.886, 2.159], [2.234, -0.894, -1.918], [-0.584, 3.522, -1.958], [-0.969, 3.050, -2.886], [-1.906, 2.069, -2.655], [-2.309, 1.949, -1.651], [-2.381, -1.169, 0.777], [-0.789, -3.388, 0.107], [-1.568, -1.484, -1.882], [4.571, 0.496, 2.627], [3.005, -1.606, 3.780], [4.625, -2.093, 1.413], [1.371, -0.120, -3.319], [2.070, -2.679, -2.216], [3.988, -0.602, -2.283], [-0.220, 2.997, -3.718], [-2.243, 1.287, -3.378], [-2.707, -0.145, 0.567], [-2.175, -1.223, 1.851], [-3.229, -1.840, 0.563], [-0.487, -3.566, 1.145], [-0.035, -3.857, -0.537], [-1.755, -3.908, -0.054], [-1.647, -0.428, -2.158], [-2.584, -1.921, -1.961], [-0.939, -1.973, -2.637], [5.194, 0.780, 1.767], [5.216, 0.191, 3.462], [3.954, 1.354, 2.934], [3.864, -1.550, 4.466], [2.700, -2.655, 3.647], [2.162, -1.047, 4.211], [5.613, -2.000, 1.888], [4.717, -1.905, 0.332], [4.246, -3.114, 1.558], [2.102, 0.393, -3.956], [0.606, 0.602, -3.011], [0.891, -0.880, -3.947], [2.829, -2.982, -2.952], [1.085, -2.943, -2.621], [2.238, -3.246, -1.292], [4.148, -0.663, -3.367], [4.621, -1.358, -1.805], [4.319, 0.388, -1.954], [3.159, 2.619, -0.375], [4.444, 3.047, -0.011], [5.348, 3.324, -1.027], [4.831, 3.350, -2.347], [3.467, 3.098, -2.707], [2.575, 2.718, -1.672], [2.568, 2.074, 0.705], [-0.069, -0.460, 0.328], [4.639, 2.841, 1.040], [6.417, 3.478, -0.743], [5.535, 3.565, -3.160], [3.099, 3.095, -3.763], [1.550, 2.334, -1.768], [-1.696, 2.814, 1.858], [-0.787, 2.379, 0.976], [-0.042, 1.410, 1.566], [-0.659, 1.056, 2.776], [-0.515, -0.072, 3.628], [-1.358, -0.172, 4.745], [-2.369, 0.780, 4.946], [-2.542, 1.847, 4.065], [-1.673, 2.002, 2.997], [-2.258, 3.674, 1.804], [-0.426, 2.970, 0.080], [0.271, -0.803, 3.422], [-1.247, -0.990, 5.467], [-3.061, 0.641, 5.774], [-3.374, 2.539, 4.130]], "e_homo_ev": [-19.20, -18.99], "charge": 4, "e_above_lowest_kj_mol": 375.8, "spin_multiplicity": 1}

***

Entry 5:
{"formula": "C6H9N2OS", "method": "ωB97M-V with the def2-TZVPD basis set", "elements": ["H", "N", "C", "C", "N", "C", "C", "C", "C", "O", "S", "H", "H", "H", "H", "H", "H", "H", "H"], "positions_angstrom": [[1.670, -0.425, -1.867], [1.568, 0.024, -0.999], [0.552, 0.813, -0.843], [-0.257, 1.483, -1.867], [-1.408, 2.088, -1.525], [0.139, 1.154, 0.472], [0.084, 0.380, 1.557], [0.340, -1.091, 1.640], [-0.065, -2.015, 0.474], [0.754, -3.014, 0.256], [-1.336, -1.705, -0.526], [-0.066, 1.083, -2.820], [-2.037, 2.578, -2.091], [-1.495, 1.935, -0.503], [-0.312, 2.151, 0.602], [-0.538, 0.712, 2.416], [1.376, -1.197, 2.039], [-0.246, -1.550, 2.550], [1.278, -3.406, 1.036]], "e_homo_ev": [-12.23, -12.23], "smiles": "[H]/N=C(C=[NH2+])/C=C\\CC(O)=S", "charge": 1, "e_above_lowest_kj_mol": 216.8, "spin_multiplicity": 1}